C31H43Cl2N4O2PSZn | ωB97M-V/def2-TZVPD

The geometry in XYZ format:
```
85
Properties=species:S:1:pos:R:3:forces:R:3:lowdin_charge:R:1
Zn 0.377473 0.617752 0.475502 -0.4961 0.2357 0.3720 0.43
C 1.118273 0.816852 -2.872498 0.0531 -0.1092 0.0610 -0.05
C 0.373773 2.033252 -2.445498 -0.0916 0.0275 -0.0521 -0.32
C -0.023627 2.951852 -3.440698 -0.2202 0.3766 -0.0506 -0.02
C -0.711227 4.075052 -3.089098 0.1316 -0.2483 -0.0560 -0.01
C -1.001727 4.310752 -1.728398 0.1242 -0.3355 0.1974 -0.17
C -1.704727 5.448252 -1.298398 -0.1033 0.1809 0.1752 -0.05
C -1.959027 5.631652 0.038602 -0.0785 0.1762 -0.5391 -0.08
C -1.510127 4.701852 0.969502 0.2357 -0.4442 -0.0520 -0.12
C -0.810627 3.564552 0.592102 -0.1204 0.2601 0.0861 -0.63
S -0.238827 2.481552 1.805502 0.2278 -0.6024 0.1771 0.70
C -0.557827 3.336152 -0.789798 -0.4866 0.9604 -0.1955 -0.25
N 0.094573 2.217152 -1.175298 0.3893 -0.4273 -0.2276 0.10
H 1.937573 1.095052 -3.537798 -0.0344 -0.0373 -0.0062 0.07
H 0.450973 0.146452 -3.418798 -0.0177 -0.0792 -0.0499 0.08
H 1.523773 0.313052 -2.003798 0.1127 -0.1459 -0.1129 0.03
H 0.220573 2.736552 -4.471398 0.0330 0.0321 -0.0534 0.11
H -1.035727 4.792052 -3.831298 -0.0174 0.0462 -0.0645 0.12
H -2.026427 6.166552 -2.038098 -0.0635 0.0940 -0.0459 0.11
H -2.509127 6.501052 0.371802 0.0037 0.0507 0.0160 0.10
H -1.692027 4.855052 2.020302 -0.0394 0.0344 0.1666 0.10
O 2.378673 -0.724548 1.979202 0.5163 -0.1788 0.3578 -0.02
C 2.676073 -0.782348 0.789502 0.2562 -0.0999 0.2879 -0.61
O 2.046873 -0.153048 -0.124898 -0.0867 0.0555 -0.3981 -0.19
C 3.805373 -1.647648 0.308602 -0.0367 -0.0592 -0.0933 -0.13
C 4.790073 -2.080548 1.186802 -0.1622 0.0538 0.0072 -0.02
C 5.770673 -2.952448 0.750102 0.1075 -0.0257 0.0661 -0.08
C 5.784773 -3.381248 -0.567698 0.0860 -0.0114 -0.0634 -0.09
C 4.828773 -2.918648 -1.457998 0.0535 -0.1169 -0.0607 -0.09
C 3.838273 -2.059648 -1.018498 -0.0683 0.0093 0.0979 -0.06
H 4.763173 -1.723148 2.204402 -0.0343 -0.0425 0.1444 0.12
H 6.525773 -3.306648 1.437002 0.0638 0.0034 0.0599 0.10
H 6.548573 -4.070448 -0.901498 0.0406 -0.0130 -0.0281 0.10
H 4.862773 -3.231948 -2.492798 -0.0500 -0.0290 -0.0415 0.10
H 3.071673 -1.701248 -1.688998 -0.0042 0.0432 -0.0754 0.09
C -4.441127 0.405852 -2.278298 0.2477 0.0563 -0.0547 -0.15
C -3.565327 1.422452 -1.558298 -0.2731 0.0513 -0.1888 -0.17
N -2.618627 0.695652 -0.746498 0.0552 0.1983 0.0003 0.09
C -1.948027 -0.396348 -1.207898 -0.1143 -0.2372 0.3986 -0.37
N -0.842127 -0.710848 -0.617498 0.1262 0.2785 -0.1118 0.02
C -0.195327 -1.972648 -0.904398 0.0498 -0.2399 -0.0914 -0.22
C -1.161627 -2.996948 -1.479398 0.0666 0.2149 -0.0773 -0.14
C -1.904927 -2.352748 -2.639298 0.1633 -0.2153 0.0936 -0.15
N -2.562127 -1.151748 -2.165798 -0.0735 -0.0177 -0.0098 -0.05
C -3.536727 -0.547048 -3.048098 -0.2874 0.1931 -0.0856 -0.16
H -5.127727 0.901352 -2.962998 -0.0165 0.0226 -0.0172 0.12
H -5.019127 -0.158348 -1.546898 -0.0627 -0.0062 0.0399 0.12
H -4.163527 2.056052 -0.899698 0.0752 -0.0092 -0.0802 0.13
H -3.053427 2.070252 -2.287098 -0.0975 -0.0106 0.0614 0.12
H -2.087927 1.230052 -0.073598 -0.0158 0.0534 0.0841 0.08
H 0.239773 -2.321948 0.034902 0.0829 -0.0678 -0.0862 0.09
H 0.639173 -1.810048 -1.592098 0.0268 -0.0456 -0.0219 0.10
H -1.883227 -3.291248 -0.717198 -0.0618 -0.0721 0.0538 0.11
H -0.630427 -3.886448 -1.816998 0.0142 -0.0200 0.0170 0.12
H -2.677527 -3.028948 -3.022998 0.1106 0.1438 -0.0328 0.12
H -1.202827 -2.124548 -3.454998 -0.0822 -0.0466 -0.0166 0.13
H -4.123527 -1.351948 -3.501798 0.0919 0.0979 0.0072 0.12
H -3.027327 0.005052 -3.853098 -0.0864 -0.0924 -0.0550 0.13
C -1.055927 -3.558348 2.359202 0.0999 0.0836 0.1426 -0.15
C -0.327427 -2.538748 3.226902 -0.0009 0.3075 -0.2005 -0.39
P -0.408427 -0.779648 2.627002 -0.5517 -0.0062 0.4780 0.95
C 0.315673 0.122552 4.077402 0.0639 -0.0021 -0.1924 -0.42
C 0.338573 -0.540448 5.451702 -0.0089 0.1517 -0.1243 -0.15
C -2.228027 -0.389948 2.762002 0.2773 -0.1421 -0.0065 -0.42
C -2.938627 -0.657948 4.080302 0.0113 0.0323 -0.1898 -0.15
H -0.985327 -4.544648 2.817502 -0.0571 -0.0740 -0.0346 0.07
H -0.619827 -3.623848 1.366402 -0.0087 -0.0243 -0.1026 0.04
H -2.110727 -3.306948 2.259502 -0.1081 -0.0168 -0.0557 0.06
H 0.739873 -2.775148 3.276302 -0.0661 -0.0079 0.1091 0.08
H -0.741227 -2.564848 4.237702 0.1449 -0.0525 -0.0143 0.06
H -0.208727 1.081852 4.124702 0.0686 -0.0491 0.0059 0.04
H 1.343373 0.326852 3.769802 -0.0837 0.0952 0.0088 0.05
H -0.660127 -0.698448 5.855402 -0.0161 -0.0939 0.0387 0.05
H 0.876973 0.113752 6.137502 0.0016 -0.0277 0.1120 0.07
H 0.863173 -1.492948 5.422802 0.0175 -0.0525 0.0720 0.06
H -2.721327 -0.932548 1.949602 0.0158 0.0272 -0.0675 0.06
H -2.301827 0.674352 2.520202 0.0347 -0.0663 -0.0862 0.03
H -2.841127 -1.699248 4.378202 -0.0252 -0.1067 0.1416 0.06
H -4.000927 -0.434748 3.978602 -0.0750 -0.0136 0.0845 0.07
H -2.538127 -0.024548 4.867602 0.0073 0.0001 0.1283 0.06
Cl 3.770173 2.307252 -0.866898 0.4251 0.1097 -0.2505 0.58
C 5.148173 1.989252 -1.953398 -0.1451 0.2045 0.2191 -0.97
Cl 4.864173 0.556252 -2.941898 0.0579 -0.1085 -0.1925 0.55
H 6.040273 1.809752 -1.354698 -0.2144 0.0831 -0.0566 0.03
H 5.273473 2.837352 -2.625098 -0.0278 -0.1145 0.2011 0.02
```
Forces are in eV/Å.

Output
E_tot (Eh): -5015.9905
HOMO level (eV): -7.07
LUMO energy (eV): 0.262
Frontier orbital gap (eV): 7.3

---

C31H43ClMnN3O4Si3 | ωB97M-V/def2-TZVPD

The geometry in XYZ format:
```
86
Properties=species:S:1:pos:R:3:forces:R:3:lowdin_charge:R:1
Mn -0.651218 -0.268766 -0.268570 1.3976 -0.3055 -1.0498 0.76
C 2.627306 -2.855740 -1.177875 -0.1986 0.1830 0.0954 -0.07
C 1.697484 -1.676487 -1.160440 0.1780 -0.1395 -0.6871 -0.30
N 1.170010 -1.172174 0.024375 -0.7208 0.2908 1.0854 -0.06
N 1.517944 -1.733047 1.141218 0.0652 0.2680 -0.1720 0.08
C 1.111504 -1.302655 2.315876 -0.2796 -0.2949 -0.9016 -0.34
O 0.353908 -0.090429 2.414084 0.0020 0.4618 0.1446 -0.23
C 1.488649 -1.975297 3.520644 0.0428 -0.0583 0.2156 -0.17
C 1.085710 -1.545809 4.800145 0.0834 -0.1282 -0.1860 -0.06
C 1.469562 -2.225608 5.944838 0.0626 -0.1068 0.0368 -0.12
C 2.277884 -3.350409 5.868428 -0.0147 0.0007 0.0912 -0.14
C 2.692742 -3.789313 4.610896 -0.0149 0.0617 -0.0153 -0.11
C 2.309361 -3.127860 3.464026 -0.0384 0.0286 -0.0316 -0.04
C 1.263394 -1.044202 -2.299210 0.1878 -0.1207 0.5783 -0.26
C 1.612733 -1.455223 -3.633099 -0.0288 0.0298 -0.3918 -0.05
C 1.127686 -0.776828 -4.707011 0.1390 -0.1705 0.2523 -0.13
C 0.304153 0.363035 -4.512972 -0.1146 0.2243 -0.0836 -0.13
C -0.014538 0.700770 -3.218199 -0.0145 -0.0881 -0.1037 -0.19
N 0.408902 0.048268 -2.136873 -0.6977 -0.0536 0.6380 -0.02
H 2.892058 -3.106117 -0.152701 0.0676 -0.0642 -0.0323 0.04
H 3.544798 -2.646493 -1.735924 0.0046 -0.0406 -0.0145 0.07
H 2.146739 -3.732065 -1.628558 0.0838 -0.0521 0.0134 0.07
H 0.454812 -0.681478 4.884474 -0.2495 0.2957 0.0373 0.09
H 1.125930 -1.878574 6.913261 0.0039 0.0434 -0.0234 0.09
H 2.575307 -3.879443 6.765260 -0.0030 0.0036 -0.0088 0.08
H 3.327616 -4.664723 4.532752 -0.0144 -0.0069 -0.0293 0.09
H 2.622128 -3.474827 2.488633 0.0145 -0.0296 0.0420 0.09
H 2.230998 -2.333441 -3.767411 -0.0085 0.0023 0.0069 0.09
H 1.359342 -1.114821 -5.711144 0.0423 0.0168 -0.0037 0.09
H -0.083945 0.927656 -5.349434 0.0032 0.0504 0.0497 0.07
H -0.655782 1.559770 -3.026750 -0.0863 -0.0738 0.0353 0.10
Cl -5.142275 -6.312283 -0.194718 -0.0359 0.0034 0.0512 0.60
C -4.033461 -4.987132 0.086944 -0.1387 -0.1084 -0.1664 -0.68
C -3.281095 -4.959637 1.273591 0.0596 0.2528 -0.0564 -0.10
C -2.392661 -3.943847 1.496487 0.1160 -0.4037 0.1128 0.00
C -2.152177 -2.921922 0.527431 -0.0552 0.2028 -0.3006 -0.35
O -1.274864 -2.032423 0.739022 -0.2172 0.6946 0.2155 -0.09
C -2.963404 -2.964519 -0.656708 0.0129 -0.1617 0.4446 -0.14
C -2.877876 -1.935674 -1.634839 0.0372 0.0160 -0.1971 -0.17
O -2.073511 -1.004509 -1.670231 0.0484 0.0845 0.3556 -0.06
C -3.896930 -4.003131 -0.846074 0.0258 0.0945 -0.0090 -0.08
H -3.417966 -5.743719 2.006744 0.0020 -0.0022 0.0103 0.10
H -1.798764 -3.931764 2.402019 0.0231 0.0776 -0.0159 0.12
H -3.631060 -1.973136 -2.441308 0.0599 -0.1076 -0.0640 0.14
H -4.502553 -4.007438 -1.745301 0.0113 -0.0463 -0.0049 0.11
C 1.098054 2.729011 -0.803868 0.0807 0.0809 0.0144 -0.13
O -0.044929 2.153754 -0.196648 0.1390 -0.3462 0.1871 -0.34
Si -1.354190 3.024752 0.374266 -0.0209 0.1711 0.3107 0.33
C -0.713555 4.371461 1.553770 -0.0123 -0.1718 -0.0695 -0.17
C -2.051210 4.038536 -1.059822 -0.1179 -0.2642 0.0235 -0.15
C -2.409581 1.703982 1.078383 0.0012 -0.6911 -0.3980 -0.42
Si -1.896694 0.853692 2.525105 0.3378 0.3115 0.6585 0.66
C -1.411458 2.006181 3.947982 0.0512 -0.0438 -0.2729 -0.18
C 1.290705 0.978098 2.612312 0.1880 0.0112 -0.2242 -0.07
C -2.382471 -0.762373 3.324261 -0.4364 -0.0106 -0.4745 -0.15
Si -4.020167 1.333493 0.234111 -0.4066 0.3276 0.2096 0.39
C -4.848861 -0.229862 0.893881 0.2436 -0.0890 -0.1027 -0.17
C -4.049614 1.309742 -1.654967 0.2725 -0.1007 0.1074 -0.17
C -5.239140 2.724084 0.680432 0.0542 -0.1139 -0.0108 -0.19
H 1.624410 3.381012 -0.097317 -0.0176 -0.0330 0.0093 0.08
H 0.822795 3.319803 -1.683481 -0.0107 -0.0259 -0.0061 0.08
H 1.754872 1.922155 -1.122847 -0.0294 0.0000 0.0105 0.08
H -0.188731 5.148954 0.992539 -0.0167 -0.0277 -0.0514 0.03
H -0.030534 4.009136 2.320967 0.0720 -0.0219 -0.0213 0.01
H -1.554723 4.848113 2.065043 -0.0184 0.0026 -0.0342 0.04
H -1.539051 4.999014 -1.141540 0.0594 -0.0285 0.0390 0.03
H -3.114589 4.243739 -0.924625 0.0065 0.0367 -0.0130 0.01
H -1.936856 3.510947 -2.009425 -0.0184 -0.0073 0.0132 0.03
H -1.211036 3.017459 3.599132 -0.0541 -0.0875 0.0740 0.00
H -0.566737 1.669900 4.540594 0.0854 -0.1747 0.1471 0.03
H -2.279261 2.059907 4.613978 -0.0558 -0.0760 -0.0674 0.04
H 0.732065 1.886702 2.791971 -0.0023 0.2184 -0.0281 0.05
H 1.907155 1.102602 1.722154 0.0084 -0.0559 -0.0785 0.10
H 1.929367 0.758998 3.470146 -0.0643 -0.0002 0.0444 0.10
H -3.303223 -1.172201 2.907835 0.0338 -0.0467 0.0640 0.02
H -2.509869 -0.629430 4.398563 0.0370 0.1123 0.0295 0.04
H -1.592904 -1.491194 3.143961 0.0459 0.0341 -0.0219 0.02
H -4.168018 -1.083980 0.907007 -0.0571 -0.0090 -0.0401 0.01
H -5.699977 -0.503121 0.264718 -0.0187 0.0535 0.0075 0.04
H -5.216321 -0.081956 1.912551 0.0019 0.0351 -0.0075 0.03
H -3.248691 0.685064 -2.053225 -0.1085 0.1524 -0.0843 0.00
H -3.933158 2.312171 -2.067182 -0.0554 0.0360 0.0252 0.01
H -5.002122 0.910005 -2.014262 -0.0432 0.0101 0.0653 0.03
H -5.334258 2.838882 1.763058 0.0114 -0.0305 0.0036 0.02
H -6.230114 2.498687 0.272938 0.0078 0.0358 -0.0038 0.03
H -4.921244 3.686793 0.273325 -0.0160 0.0024 0.0033 0.01
```
Forces are in eV/Å.

Output
⟨S²⟩: 0.766
E_tot (Eh): -4152.0107
Net charge: -1
HOMO level (spin up / spin down) (eV): -1.96 / -1.95
Multiplicity: 2
LUMO energy (spin up / spin down) (eV): 2.434 / 2.435
Frontier orbital gap (spin up / spin down) (eV): 4.4 / 4.4